ORCA calculation (ωB97M-V/def2-TZVPD) on a cluster of 2 separate species, C18H22BN2 in total in a non-equilibrium geometry.

Values from the calculation:
Total energy, Ha: -833.1566
HOMO, eV: -11.6
Charge: +1

Last columns: bonded neighbours and bond lengths (Å).
Geometry (Å):
1 C -5.481 1.188 3.403  C2 1.439, C8 1.440, H14 1.098
2 C -5.444 2.544 3.883  C1 1.439, C3 1.436, C7 1.417
3 C -4.659 2.838 5.048  C2 1.436, C4 1.380, H15 1.094
4 C -4.475 4.132 5.492  C3 1.380, C5 1.406, H16 1.093
5 C -5.072 5.211 4.816  C4 1.406, C6 1.398, H17 1.090
6 C -5.891 4.945 3.715  C5 1.398, C7 1.389, H18 1.092
7 C -6.090 3.645 3.266  C2 1.417, C6 1.389, H19 1.083
8 C -6.586 0.502 2.786  C1 1.440, C9 1.434, C13 1.417
9 C -6.770 -0.896 3.051  C8 1.434, C10 1.388, H20 1.091
10 C -7.685 -1.656 2.336  C9 1.388, C11 1.404, H21 1.090
11 C -8.502 -1.050 1.368  C10 1.404, C12 1.394, H22 1.094
12 C -8.405 0.324 1.158  C11 1.394, C13 1.392, H23 1.091
13 C -7.474 1.092 1.853  C8 1.417, C12 1.392, H24 1.081
14 H -4.796 0.521 3.941  C1 1.098
15 H -4.189 2.005 5.578  C3 1.094
16 H -3.853 4.336 6.367  C4 1.093
17 H -4.941 6.235 5.166  C5 1.090
18 H -6.381 5.764 3.183  C6 1.092
19 H -6.713 3.484 2.395  C7 1.083
20 H -6.154 -1.370 3.817  C9 1.091
21 H -7.768 -2.728 2.513  C10 1.090
22 H -9.243 -1.638 0.818  C11 1.094
23 H -9.049 0.822 0.431  C12 1.091
24 H -7.385 2.144 1.622  C13 1.081
25 H -4.271 1.234 1.708  B26 1.372
26 B -3.530 1.511 0.587  H25 1.372, H27 1.235, H28 1.235, C29 1.577
27 H -4.310 1.885 -0.295  B26 1.235
28 H -2.721 2.392 0.893  B26 1.235
29 C -2.728 0.268 0.040  B26 1.577, N30 1.370, N34 1.360
30 N -1.883 0.094 -1.024  C29 1.370, C31 1.443, C32 1.379
31 C -1.505 1.098 -1.990  N30 1.443, H36 1.097, H37 1.100, H38 1.101
32 C -1.428 -1.207 -1.063  N30 1.379, C33 1.352, H39 1.079
33 C -1.989 -1.855 -0.018  C32 1.352, N34 1.377, H40 1.082
34 N -2.778 -0.946 0.652  C29 1.360, C33 1.377, C35 1.445
35 C -3.570 -1.263 1.818  N34 1.445, H41 1.095, H42 1.093, H43 1.096
36 H -0.834 0.629 -2.719  C31 1.097
37 H -2.379 1.498 -2.525  C31 1.100
38 H -0.974 1.939 -1.518  C31 1.101
39 H -0.751 -1.562 -1.825  C32 1.079
40 H -1.888 -2.884 0.301  C33 1.082
41 H -3.341 -2.287 2.132  C35 1.095
42 H -3.337 -0.571 2.631  C35 1.093
43 H -4.641 -1.185 1.597  C35 1.096